Density functional theory data (the ωB97M-V functional and the def2-TZVPD basis) for a structure of composition C26H24I2N2O3PTi in a non-equilibrium geometry.

The geometry in XYZ format:
```
59
Properties=species:S:1:pos:R:3:forces:R:3:nbo_charge:R:1
Ti -0.244 0.424 0.501 -0.206 2.172 -0.736 1.239
N -2.361 0.102 0.950 0.214 -0.994 -0.549 -0.850
C -2.841 -1.030 0.080 0.244 0.361 0.254 -0.350
C -1.692 -1.695 -0.657 0.008 0.127 0.056 0.794
O -1.875 -2.623 -1.376 0.276 -0.153 -0.074 -0.512
O -0.501 -1.122 -0.386 -0.644 -1.564 -0.671 -0.790
H -2.541 -0.116 1.918 -0.050 -0.065 0.387 0.407
H -2.871 0.943 0.735 -0.096 0.447 -0.108 0.424
H -3.540 -0.677 -0.667 -0.119 0.192 -0.082 0.260
H -3.336 -1.795 0.664 -0.112 -0.075 0.200 0.247
I 2.551 0.450 -0.099 -0.194 0.082 0.136 0.441
C 3.488 -1.276 0.678 -0.397 0.173 0.084 -0.157
C 4.428 -1.743 -0.187 0.265 -0.199 -0.130 -0.219
C 5.335 -2.744 0.221 0.064 0.033 -0.191 -0.199
C 5.307 -3.175 1.507 0.022 -0.035 0.164 -0.143
C 4.325 -2.704 2.418 -0.032 0.050 -0.068 -0.072
C 4.360 -3.160 3.756 0.122 -0.089 -0.043 -0.127
C 3.426 -2.762 4.660 -0.105 0.041 0.113 -0.212
C 2.362 -1.953 4.226 0.007 -0.078 0.174 -0.146
C 2.274 -1.483 2.941 0.116 0.069 -0.579 -0.361
P 0.633 -0.752 2.562 0.381 -0.093 1.423 0.889
C -0.483 -2.123 3.023 -0.154 0.012 -0.283 -0.362
C -1.139 -2.232 4.248 -0.058 -0.026 0.047 -0.236
C -1.968 -3.321 4.500 0.064 0.013 -0.032 -0.145
C -2.144 -4.305 3.535 -0.035 0.010 0.066 -0.199
C -1.479 -4.213 2.319 0.043 0.022 -0.064 -0.187
C -0.652 -3.127 2.063 -0.087 -0.068 0.150 -0.214
C 0.471 0.534 3.852 -0.110 0.022 -0.074 -0.341
C -0.783 0.929 4.324 0.103 0.136 0.036 -0.233
C -0.908 2.022 5.172 -0.015 -0.069 -0.042 -0.130
C 0.219 2.744 5.546 -0.014 -0.003 0.037 -0.200
C 1.468 2.365 5.074 0.055 -0.070 -0.028 -0.193
C 1.595 1.266 4.230 -0.038 0.084 0.046 -0.196
C 3.315 -1.780 2.002 0.135 -0.134 -0.004 0.007
H 4.506 -1.328 -1.185 0.023 -0.073 0.093 0.239
H 6.069 -3.119 -0.483 -0.072 0.050 0.080 0.239
H 6.040 -3.890 1.867 -0.104 0.065 -0.036 0.229
H 5.159 -3.836 4.047 -0.080 0.059 -0.033 0.229
H 3.467 -3.097 5.690 -0.022 0.034 -0.077 0.236
H 1.569 -1.720 4.928 0.038 -0.033 0.005 0.227
H -1.009 -1.475 5.011 0.017 -0.100 -0.009 0.231
H -2.470 -3.402 5.457 0.028 0.021 -0.073 0.223
H -2.797 -5.149 3.735 0.073 0.081 -0.022 0.232
H -1.605 -4.982 1.565 0.027 0.077 0.073 0.237
H -0.125 -3.073 1.121 0.031 0.007 -0.107 0.236
H -1.668 0.371 4.050 -0.096 0.041 -0.041 0.205
H -1.886 2.309 5.545 0.105 -0.041 -0.056 0.219
H 0.122 3.594 6.213 0.015 -0.093 -0.100 0.231
H 2.352 2.921 5.371 -0.096 -0.070 -0.057 0.230
H 2.573 0.977 3.868 0.039 0.018 0.020 0.225
N 1.116 3.897 0.950 1.242 -0.311 0.228 -0.813
C -0.084 3.288 0.909 -2.317 2.051 -0.756 0.491
O -0.144 2.056 1.388 0.176 -0.637 -0.413 -0.774
C -1.164 3.899 0.320 0.753 -0.103 1.454 -0.577
I -0.945 1.844 -1.848 0.525 -1.154 0.345 -0.156
H 1.918 3.408 1.298 0.098 -0.009 -0.024 0.396
H 1.243 4.801 0.539 -0.050 0.085 0.048 0.411
H -1.059 4.880 -0.130 0.008 -0.126 0.083 0.217
H -2.159 3.536 0.511 -0.014 -0.171 -0.240 0.202
```
Positions in Å, forces in eV/Å.

Values from the calculation:
molecular weight = 745.1 g mol⁻¹
relative energy (zero: lowest compared OMol25 entry of this formula, charge and spin) = 258.1 kJ/mol
electronic energy = -3126.5041 a.u.
HOMO energy (alpha / beta) = -9.56 / -9.28 eV
total charge = +1
max |F| = 3.19 eV Å⁻¹
frontier orbital gap (alpha / beta) = 5.21 / 4.48 eV
multiplicity = 1